a:
Density functional theory data (ωB97M-V/def2-TZVPD) for an isolated molecule of C7H12O.

```
! RIJCOSX wB97M-V def2-TZVPD def2/J DEFGRID3
* xyz 0 1
O -2.887 1.918 -1.320
C 1.609 -0.981 0.419
C 2.421 -2.047 -0.157
C -1.715 0.987 0.549
C -1.827 2.174 -0.442
C 2.414 -3.432 -0.247
C -0.156 0.766 0.559
C 0.449 -0.492 -0.051
H -0.188 -0.818 -0.899
H 1.581 -3.890 0.081
H -3.677 2.397 -1.375
H -0.916 2.384 -1.082
H -2.274 1.308 1.561
H 3.212 -3.869 -0.649
H 2.208 -0.613 1.306
H 0.621 1.737 0.428
H -2.232 0.194 0.135
H -2.016 3.169 0.136
H 0.126 0.633 1.654
H 3.249 -1.526 -0.607
*
```

Results
HOMO-LUMO gap = 9.8955 eV
SMILES = C=C/C=C/CCCO
HOMO = -8.953 eV
Lowest unoccupied orbital energy = 0.942 eV

Löwdin atomic charge list, values in e, 2 entries: atom 1 (O): -0.0726, atom 2 (C): -0.1510



b:
Density functional theory data (ωB97M-V/def2-TZVPD) for an isolated molecule of C7H12O.

```
! RIJCOSX wB97M-V def2-TZVPD def2/J DEFGRID3
* xyz 0 1
O 0.524 -1.650 3.611
C 0.870 -0.500 0.430
C -0.111 -1.043 2.742
C -0.846 0.711 -1.075
C 0.124 0.745 0.063
C 0.532 1.967 0.409
C -0.004 -1.382 1.201
C -0.241 0.181 -2.530
H -0.955 -0.355 2.812
H 1.054 -1.054 -0.608
H 0.182 -0.813 -2.367
H -1.042 -1.254 0.912
H 1.364 2.116 1.101
H 1.938 -0.501 0.519
H -1.436 1.664 -1.138
H 0.085 -2.555 0.968
H -1.700 -0.059 -0.943
H 0.668 0.723 -2.995
H -1.217 0.127 -3.108
H 0.211 2.933 -0.004
*
```

Results
HOMO-LUMO gap = 10.0958 eV
SMILES = C=C(CC)CCC=O
HOMO = -9.378 eV
Lowest unoccupied orbital energy = 0.718 eV

Löwdin atomic charge list, values in e, 2 entries: atom 1 (O): 0.0310, atom 2 (C): -0.2055



Verdict on stability: b comes out on top.



a:
Density functional theory data (ωB97M-V/def2-TZVPD) for an isolated molecule of C2H4N4O2.

```
! RIJCOSX wB97M-V def2-TZVPD def2/J DEFGRID3
* xyz 0 1
O 2.742 0.114 0.162
O 0.455 1.873 -0.002
N -0.496 -1.343 0.075
N 0.870 -1.505 0.216
N -0.744 -0.130 -0.374
N -1.988 0.352 0.375
C 0.373 0.646 -0.218
C 1.430 -0.380 0.143
H 2.664 1.037 -0.260
H -0.541 -1.961 -0.998
H -1.817 0.952 1.244
H -2.948 0.345 -0.363
*
```

Results
HOMO-LUMO gap = 9.7328 eV
SMILES = Nn1[nH]nc(O)c1=O
HOMO = -9.597 eV
Lowest unoccupied orbital energy = 0.136 eV

Löwdin atomic charge list, values in e, 2 entries: atom 1 (O): 0.0534, atom 2 (O): 0.0486



b:
Density functional theory data (ωB97M-V/def2-TZVPD) for a structure of composition C2H4N4O2.

```
! RIJCOSX wB97M-V def2-TZVPD def2/J DEFGRID3
* xyz 0 1
O 2.524 -0.093 0.116
O 0.616 -1.107 -0.153
N -1.664 -1.299 0.331
N -1.780 1.299 -0.053
N 0.611 1.200 0.127
N -0.723 -0.597 -0.365
C 1.237 -0.003 -0.035
C -0.653 0.791 -0.081
H 2.757 0.789 0.157
H -2.286 -0.618 0.866
H -1.906 2.280 -0.030
H -2.293 -1.795 -0.279
*
```

Results
HOMO-LUMO gap = 9.8650 eV
HOMO = -9.188 eV
Lowest unoccupied orbital energy = 0.677 eV

Löwdin atomic charge list, values in e, 2 entries: atom 1 (O): 0.2109, atom 2 (O): 0.1596



c:
Density functional theory data (ωB97M-V/def2-TZVPD) for an isolated molecule of C2H4N4O2.

```
! RIJCOSX wB97M-V def2-TZVPD def2/J DEFGRID3
* xyz 0 1
O -0.320 1.246 -0.084
O 2.685 -0.610 -0.241
N -0.802 -1.459 -0.047
N 0.318 -0.880 0.554
N -1.741 0.773 0.209
N 1.899 0.661 -0.029
C -1.848 -0.674 -0.276
C 0.613 0.407 0.248
H 2.441 1.598 0.123
H 2.079 -1.209 0.242
H -2.504 1.321 -0.368
H -2.821 -1.175 -0.331
*
```

Results
HOMO-LUMO gap = 9.0722 eV
SMILES = ONC1=NN=CNO1
HOMO = -8.512 eV
Lowest unoccupied orbital energy = 0.561 eV

Löwdin atomic charge list, values in e, 2 entries: atom 1 (O): 0.0118, atom 2 (O): -0.0331



Verdict on stability: b comes out on top.



a:
Density functional theory data (ωB97M-V/def2-TZVPD) for a cluster of 2 separate species, C2H4N4O2 in total.

```
! RIJCOSX wB97M-V def2-TZVPD def2/J DEFGRID3
* xyz 0 1
O 1.966 -1.124 -0.138
O 0.839 1.574 0.657
N -2.534 -0.289 0.216
N 0.703 0.725 -0.619
N -0.611 0.883 -0.842
N -0.345 -1.187 -0.024
C 0.786 -0.616 -0.188
C -1.254 -0.153 -0.095
H 2.156 1.427 0.587
H -2.721 -1.159 0.562
H -0.868 1.818 -0.574
H 1.883 -1.896 0.457
*
```

Results
HOMO-LUMO gap = 9.1564 eV
HOMO = -9.310 eV
Lowest unoccupied orbital energy = -0.153 eV

Löwdin atomic charge list, values in e, 2 entries: atom 1 (O): 0.1645, atom 2 (O): -0.1211



b:
Density functional theory data (ωB97M-V/def2-TZVPD) for a structure of composition C2H4N4O2.

```
! RIJCOSX wB97M-V def2-TZVPD def2/J DEFGRID3
* xyz 0 1
O -2.190 -0.110 -0.460
O 2.296 0.157 -0.398
N -0.211 1.713 0.008
N -0.491 -1.764 -0.075
N 0.986 -1.780 0.006
N 0.055 0.290 -0.062
C -1.042 -0.513 -0.099
C 1.154 -0.417 -0.165
H 0.020 2.200 1.262
H -1.461 1.808 -0.300
H 2.113 1.012 -0.312
H -1.229 -2.596 0.595
*
```

Results
HOMO-LUMO gap = 8.6989 eV
HOMO = -8.830 eV
Lowest unoccupied orbital energy = -0.131 eV

Löwdin atomic charge list, values in e, 2 entries: atom 1 (O): -0.0211, atom 2 (O): 0.2047



Verdict on stability: a comes out on top.